1.
This record from the OMol25 dataset describes an isolated ion of composition C6H16N and charge +1. The level of theory is ωB97M-V/def2-TZVPD.

Each line ends with the Mulliken charge.
Element x y z (Å)
C -1.240 -1.605 -0.642  -1.456
C -1.216 -0.090 -0.875  0.499
C -2.098 0.655 0.134  -1.380
C 0.238 0.475 -0.905  -1.067
C 1.233 -0.093 0.082  0.302
C 2.511 0.723 0.191  -1.433
N 0.659 -0.105 1.475  -0.306
H -0.870 -1.916 0.332  0.251
H -2.187 -2.072 -0.914  0.436
H -0.553 -2.042 -1.384  0.384
H -1.641 0.099 -1.856  0.396
H -3.031 0.108 0.220  0.380
H -2.300 1.640 -0.297  0.384
H -1.765 0.872 1.154  0.282
H 0.202 1.551 -0.772  0.391
H 0.541 0.380 -1.952  0.401
H 1.469 -1.114 -0.202  0.299
H 2.997 0.583 1.152  0.416
H 2.320 1.790 0.083  0.368
H 3.242 0.483 -0.573  0.376
H 1.329 -0.506 2.138  0.407
H -0.211 -0.642 1.627  0.301
H 0.369 0.824 1.785  0.370

The calculated total energy comes out at -7965.1578 eV. For the relative energy (zero: lowest compared OMol25 entry of this formula, charge and spin), the calculation gives 6.33 kcal/mol. The HOMO-LUMO gap comes out at 11.76 eV. The calculation puts the LUMO energy at -3.39 eV. As for the charge: +1.

2.
This record from the OMol25 dataset describes a 2-piece molecular cluster, C5F8 overall. The level of theory is ωB97M-V/def2-TZVPD.

Each line ends with the Mulliken charge.
Element x y z (Å)
C -2.408 -0.200 -1.864  -0.016
C -2.253 -0.125 -0.660  0.184
C 0.047 -0.104 0.552  -0.145
C 0.924 -1.169 -0.028  0.867
C 0.628 1.245 0.218  0.931
F -2.834 0.054 0.511  -0.153
F -0.502 -0.376 1.771  -0.239
F 0.870 -1.256 -1.387  -0.236
F 2.212 -0.862 0.163  -0.217
F 0.544 -2.387 0.388  -0.248
F 0.055 2.419 0.533  -0.266
F 0.845 1.418 -1.083  -0.209
F 1.872 1.344 0.888  -0.254

The calculated total energy comes out at -26916.2945 eV. For the relative energy (zero: lowest compared OMol25 entry of this formula, charge and spin), the calculation gives 158.89 kcal/mol. The HOMO-LUMO gap (spin up / spin down) comes out at 8.84 / 7.53 eV. The calculation puts the LUMO energy (spin up / spin down) at -2.96 / -3.55 eV.

3.
This record from the OMol25 dataset describes a 2-piece molecular cluster, C26H35F3N4O4S3 overall. The level of theory is ωB97M-V/def2-TZVPD.

Each line ends with the Mulliken charge.
Element x y z (Å)
C 0.134 -0.343 4.513  -1.552
C -0.198 0.135 3.101  0.448
C 0.218 1.586 2.986  -1.264
N -1.661 0.130 2.913  0.804
N -2.301 1.031 3.661  -0.865
N -3.614 0.688 3.595  0.684
C -4.516 1.876 3.702  0.166
C -4.317 2.772 2.497  -1.300
C -4.114 2.520 5.005  -1.215
C -3.790 -0.476 2.885  -0.559
C -5.061 -1.252 3.235  1.890
C -4.849 -2.766 3.217  -1.804
C -6.127 -0.834 2.223  -1.495
C -5.524 -0.925 4.671  -1.631
C -2.528 -0.747 2.253  1.158
C -2.085 -1.538 1.201  -1.745
H 1.209 -0.212 4.684  0.460
H -0.419 0.272 5.235  0.305
H -0.124 -1.397 4.672  0.332
H 0.218 -0.501 2.319  0.142
H 1.256 1.743 3.294  0.419
H 0.101 1.951 1.962  0.242
H -0.444 2.154 3.648  0.371
H -5.532 1.485 3.718  0.320
H -4.705 3.771 2.717  0.427
H -3.249 2.852 2.267  0.229
H -4.844 2.352 1.631  0.304
H -4.466 3.555 5.026  0.424
H -4.553 1.974 5.849  0.301
H -3.026 2.500 5.101  0.230
H -4.171 -3.071 4.024  0.377
H -5.819 -3.246 3.404  0.456
H -4.451 -3.142 2.269  0.336
H -6.246 0.260 2.211  0.279
H -5.835 -1.164 1.216  0.344
H -7.103 -1.281 2.467  0.415
H -5.585 0.145 4.890  0.354
H -6.530 -1.347 4.811  0.441
H -4.842 -1.369 5.408  0.345
H -2.838 -2.120 0.652  0.273
H -1.029 -1.480 0.913  0.182
F 0.373 -1.616 -3.325  -0.231
C 1.658 -1.420 -3.745  0.722
F 1.914 -2.279 -4.769  -0.199
F 1.764 -0.155 -4.234  -0.217
S 2.732 -1.729 -2.289  -0.032
N 4.297 -1.285 -2.981  -0.141
S 5.311 -2.368 -4.137  1.232
C 5.414 -1.649 -5.789  0.257
C 5.189 -2.491 -6.878  -0.355
C 5.388 -2.015 -8.179  -0.632
C 5.755 -0.682 -8.386  -0.268
C 5.936 0.170 -7.290  -0.769
C 5.769 -0.321 -5.992  -0.217
O 6.646 -2.434 -3.604  -0.560
O 4.487 -3.545 -4.227  -0.613
S 5.044 0.052 -2.191  1.346
C 3.653 1.078 -1.783  -0.073
C 3.428 2.219 -2.559  -0.669
C 2.271 2.955 -2.322  -0.439
C 1.381 2.565 -1.327  -0.581
C 1.675 1.482 -0.494  -0.037
C 2.884 0.812 -0.647  -0.477
O 5.604 -0.443 -0.964  -0.646
O 5.851 0.778 -3.146  -0.694
H 4.808 -3.492 -6.706  0.455
H 5.242 -2.680 -9.039  0.351
H 5.891 -0.294 -9.399  0.370
H 6.205 1.221 -7.433  0.386
H 5.855 0.335 -5.137  0.504
H 4.167 2.497 -3.311  0.462
H 2.092 3.834 -2.934  0.390
H 0.454 3.114 -1.203  0.412
H 0.978 1.144 0.271  0.481
H 3.244 0.100 0.103  0.454

The calculated total energy comes out at -82332.9472 eV. For the relative energy (zero: lowest compared OMol25 entry of this formula, charge and spin), the calculation gives 10.46 kcal/mol. The HOMO-LUMO gap comes out at 5.65 eV. The calculation puts the LUMO energy at -0.36 eV.